The following is a quantum chemistry calculation of a molecular structure, C66H86InP3Si2, from the Open Molecules 2025 dataset.

The geometry in XYZ format:
```
158
C66H86InP3Si2 the ωB97M-V functional and the def2-TZVPD basis
C -1.135 4.254 -3.452
H -4.136 -3.529 1.615
C -5.135 0.149 1.159
H 2.900 -5.979 3.468
H -3.470 -6.089 2.948
H 0.399 1.093 -5.401
C 3.303 1.929 -4.670
C -4.994 0.872 3.566
C 1.870 1.817 -6.772
H -2.078 -0.881 3.938
H 1.861 -6.471 1.289
H -3.782 2.901 -3.069
C 3.879 2.005 0.569
C 2.222 0.971 3.487
H 3.812 -1.120 1.307
H -4.225 1.803 -1.771
In -0.382 -0.003 -0.795
H 4.464 -2.789 0.168
C -3.534 -4.293 4.864
C 4.665 1.384 -1.986
H 0.529 0.110 -6.871
C 5.289 -2.224 -3.137
H 4.997 1.151 -2.989
C 0.802 4.418 2.362
C 1.338 4.408 -2.214
H -1.391 -0.189 -4.140
H -3.093 3.983 1.960
H 4.319 1.969 -5.074
C -4.651 -3.536 -0.448
C 1.098 0.675 -6.129
H -0.370 -2.396 -2.262
C 3.081 1.129 -0.174
H 2.760 -3.568 -1.414
C -0.373 1.517 4.212
C -3.774 -3.360 0.610
H 5.251 -3.968 -1.876
C -0.031 -3.797 2.129
H 0.262 5.868 3.870
C -0.120 -5.309 0.046
H 2.238 -2.054 -0.678
H 0.926 3.619 3.096
H 0.918 3.051 0.702
H -4.650 -0.118 3.883
H -1.435 4.022 3.848
H -6.305 1.704 2.077
C 0.856 5.498 -2.921
H 2.701 1.175 5.566
H -3.380 3.314 -1.403
H 0.599 -5.098 -0.749
C -2.985 1.057 2.112
H 2.597 -1.348 2.566
C -1.196 3.364 1.105
P 2.327 -0.042 -2.679
C 2.749 -1.284 1.493
C -0.642 -2.234 -1.218
P -1.276 1.537 1.522
C -2.840 -4.169 3.662
C -1.519 4.863 3.153
C -5.905 0.722 2.348
C -2.916 -2.882 -1.966
H 0.970 2.403 -1.578
H -4.833 -0.883 1.366
H -5.672 -3.841 -0.257
H -1.734 -5.949 3.255
C -3.732 -3.217 5.714
H 2.972 3.536 -6.047
H 3.571 2.265 1.576
H -3.098 -0.016 -3.729
H 2.064 -4.056 4.809
H 5.509 -1.158 -3.036
Si -1.772 1.613 -2.405
C -2.348 -2.903 3.295
H -3.338 0.530 0.039
H -0.294 -6.386 0.048
H -4.275 -3.352 6.640
C -3.885 0.980 0.870
C 1.500 -5.638 1.882
C 2.086 -5.367 3.102
H -2.801 0.019 2.416
C -2.443 -2.997 0.400
H 6.425 -2.748 -1.369
H 2.697 -0.730 -6.200
H -3.185 1.891 4.135
C 1.616 -4.298 3.853
H 3.322 2.480 -3.732
H -2.191 5.602 3.595
C -2.089 4.381 1.823
H 4.589 -1.245 -0.673
C 0.581 -3.530 3.363
H -5.776 0.126 0.274
H 3.707 -3.508 -3.758
H 6.015 -2.648 -3.835
H 1.512 -1.065 -4.946
C -3.211 -1.980 5.374
H 1.445 6.403 -2.999
C 5.047 2.554 0.067
H -2.105 4.218 -3.936
H 5.642 3.224 0.675
H -1.051 -4.810 -0.197
C 3.462 0.853 -1.511
C 0.438 -4.879 1.377
H 1.544 3.109 -5.123
H 3.251 0.746 3.231
H -6.749 0.072 2.592
H -0.223 6.311 2.230
H -2.339 1.142 -4.829
H 0.231 -2.685 3.947
C 3.877 -2.428 -3.682
C -2.609 -5.425 2.862
C -3.449 2.488 -2.114
H 2.296 4.463 -1.708
H -3.900 -5.275 5.141
H -3.328 -1.134 6.040
H 1.833 -2.289 -3.134
C -2.525 -1.837 4.179
H 0.308 4.649 0.293
H 2.484 -2.260 1.088
C 1.919 1.204 4.818
H 1.227 2.404 -7.431
C -1.999 -2.719 -0.921
H -2.435 -5.223 1.811
P -1.342 -2.521 1.785
C 0.603 1.439 5.189
H -4.894 -3.429 -2.576
C 0.262 3.857 1.044
H -2.587 -2.669 -2.978
C 2.969 -2.493 -1.357
H 0.341 1.575 6.230
H -4.130 2.720 2.904
C 0.582 3.246 -2.139
C 2.401 2.694 -5.648
H -1.550 3.329 0.065
H 0.130 -2.647 -0.567
C -0.665 3.138 -2.752
C -3.776 1.741 3.232
H -1.394 1.718 4.507
C -0.386 5.418 -3.538
C 2.781 -1.888 -2.754
H -5.552 1.312 4.396
H 3.787 -2.031 -4.693
C 5.461 2.209 -1.211
H -2.179 5.246 1.155
H -0.780 6.271 -4.077
H 2.694 1.421 -7.377
H 6.393 2.591 -1.608
C -4.216 -3.295 -1.742
C 4.384 -2.307 -0.809
C 5.419 -2.891 -1.768
C 2.984 0.436 -4.389
C -0.062 1.328 2.864
C 2.075 -0.261 -5.430
H 3.950 -0.070 -4.432
C -0.138 5.475 2.933
H 1.789 4.851 2.176
C -2.178 0.539 -3.932
C 1.251 0.991 2.478
H -4.176 1.993 0.576
Si 1.708 0.175 0.778
```

LUMO level in eV: 0.583
Electronic energy in a.u.: -4359.79052
Highest occupied orbital energy in eV: -6.858
HOMO-LUMO gap in eV: 7.44